C24H52Cl2P2Pr | ωB97M-V with the def2-TZVPD basis set

The geometry in XYZ format:
```
81
Properties=species:S:1:pos:R:3:forces:R:3
Pr -0.80572 -0.35635 0.15106 1.67 -0.64 -0.77
Cl -0.26015 0.34183 -2.39148 -0.50 0.41 -0.49
P -3.28046 -1.18876 -1.15825 2.40 -0.06 1.30
C -3.55892 -2.09207 -2.74992 -0.35 -0.02 -0.14
C -3.92770 -2.11651 0.39268 -1.08 0.03 -0.95
C -3.78606 0.59746 -1.29692 -0.81 -0.68 -0.22
C -2.33631 -2.98743 -3.05321 -0.04 0.05 0.19
H -3.61397 -1.32452 -3.55066 -0.03 -0.19 0.54
C -4.87519 -2.88072 -2.69366 -0.07 0.09 -0.32
H -4.81708 -3.64753 -1.91210 -0.13 0.10 -0.16
H -5.07518 -3.37693 -3.65318 0.09 -0.01 0.18
H -5.73120 -2.22011 -2.48782 0.23 -0.23 0.05
H -1.42219 -2.38969 -3.15367 -0.23 -0.06 0.15
H -2.48991 -3.55476 -3.98036 -0.12 0.10 0.09
H -2.16735 -3.70387 -2.23713 0.00 0.18 -0.22
H -3.29233 0.91341 -2.23110 -0.05 -0.27 0.27
C -3.33223 1.58671 -0.19119 0.14 0.06 0.02
C -5.30389 0.57341 -1.48450 -0.45 0.85 0.10
H -5.58967 0.13912 -2.44902 0.13 -0.01 0.16
H -5.72424 1.58722 -1.45184 -0.07 -0.04 -0.04
H -5.79142 -0.00961 -0.68851 0.09 0.18 -0.16
H -2.30739 1.50777 0.24335 -0.80 0.12 -0.43
H -4.02643 1.58773 0.65628 0.08 0.02 -0.15
H -3.32324 2.59533 -0.62914 -0.14 -0.23 0.14
C -3.15839 -3.45575 0.55854 -0.14 0.46 -0.07
H -4.99767 -2.35281 0.20741 0.37 0.01 0.32
C -3.84300 -1.25943 1.67825 0.06 -0.08 -0.33
H -3.30159 -4.11834 -0.30306 0.10 0.18 0.14
H -3.54405 -3.97786 1.44185 0.01 0.09 -0.06
H -2.08222 -3.29441 0.71341 -0.19 0.00 -0.14
H -2.80370 -1.11441 2.03054 -0.33 -0.07 -0.12
H -4.36857 -1.79397 2.48034 0.19 0.08 -0.10
H -4.33068 -0.28318 1.56601 0.15 -0.25 0.01
Cl 0.22016 -1.75748 2.12700 -0.14 -0.29 0.66
H 0.02181 -1.86595 -0.87724 0.00 -0.71 0.05
P 3.65786 -0.03742 -0.93957 -4.30 -0.79 0.84
C 3.64945 1.56060 -1.79129 0.55 0.13 -0.02
C 4.24236 -0.08570 0.81125 1.14 0.12 -0.16
C 3.78741 -1.47766 -2.06439 0.68 0.16 0.10
C 2.41824 2.42413 -1.44186 -0.15 -0.06 0.01
H 3.59336 1.30880 -2.86873 0.12 -0.01 0.42
C 4.98579 2.24257 -1.50915 0.11 0.63 -0.40
H 5.04463 2.57055 -0.46353 0.01 0.00 -0.22
H 5.08147 3.11867 -2.16340 0.20 0.13 0.23
H 5.83113 1.56907 -1.69888 -0.16 0.15 -0.01
H 1.56505 2.12540 -2.06375 0.27 0.09 0.16
H 2.61614 3.49211 -1.60039 0.09 -0.05 -0.09
H 2.05492 2.29236 -0.41298 0.39 0.03 -0.30
H 3.15938 -1.22983 -2.94534 0.31 0.21 0.58
C 3.22476 -2.80870 -1.49312 0.05 0.02 -0.16
C 5.26316 -1.51703 -2.47659 0.06 -0.69 -0.62
H 5.51697 -0.62645 -3.07224 -0.06 -0.26 0.16
H 5.46609 -2.41164 -3.08335 0.29 0.05 -0.04
H 5.91365 -1.51304 -1.59019 -0.14 -0.19 -0.24
H 2.47420 -2.64723 -0.71118 0.18 0.09 -0.18
H 4.02484 -3.45687 -1.10595 -0.13 0.21 -0.02
H 2.70278 -3.36606 -2.28803 0.28 0.16 0.16
C 3.59115 1.04114 1.65404 -0.05 -0.04 -0.56
H 5.32917 0.09269 0.68871 -0.15 -0.02 0.94
C 4.01632 -1.45671 1.48460 -0.13 0.13 -0.35
H 3.95641 2.02861 1.35187 -0.02 -0.10 0.07
H 3.80708 0.90474 2.71394 0.25 -0.09 0.08
H 2.49659 1.06798 1.55987 0.29 -0.23 -0.13
H 2.94968 -1.65754 1.63392 0.09 0.12 -0.17
H 4.48058 -1.46758 2.47632 0.09 0.11 -0.10
H 4.43587 -2.28175 0.89856 -0.01 0.14 0.11
C -1.34461 3.87476 3.28634 -0.22 0.07 -0.25
C -0.12967 2.95140 3.33678 -0.01 0.08 0.47
C 1.10461 3.80362 3.63493 0.30 0.10 -0.15
C -0.31845 1.92432 4.45938 0.02 -0.30 -0.16
C 0.00734 2.25706 2.06211 0.28 -0.49 -1.39
C 0.17727 1.70890 0.96545 -0.34 1.04 1.35
H -1.47638 4.38704 4.23656 -0.03 0.10 0.20
H -2.25189 3.30617 3.06787 0.02 0.02 0.01
H -1.21507 4.62447 2.50144 -0.04 -0.05 0.03
H 0.97676 4.31339 4.59020 -0.01 0.07 0.13
H 2.01339 3.19765 3.69006 -0.12 -0.01 -0.06
H 1.24906 4.56302 2.85951 -0.01 -0.12 0.05
H -1.21012 1.32007 4.26756 0.09 0.01 0.04
H 0.53791 1.24541 4.50693 -0.11 0.05 -0.03
H -0.43052 2.41696 5.42300 -0.02 0.13 0.16
```
Positions in Å, forces in eV/Å.

The total energy is -3065.72294 hartree. The gap between HOMO and LUMO (alpha / beta) comes out at 5.313 / 5.314 eV. The value obtained for the lowest unoccupied orbital energy (alpha / beta) is 2.36 / 2.36 eV. Its spin multiplicity is 3. Its net charge is -1.



C24H52Cl6N6O9 | ωB97M-V with the def2-TZVPD basis set

The geometry in XYZ format:
```
97
Properties=species:S:1:pos:R:3:forces:R:3
C -4.10055 18.04717 11.91992 -0.14 -1.66 -0.59
Cl -3.21898 19.06513 12.97672 0.55 0.89 0.27
Cl -4.34795 16.47699 12.77350 0.08 0.09 -0.34
Cl -3.23289 17.72582 10.33786 -0.61 0.38 1.06
H -5.11221 18.40056 11.72875 0.29 0.22 -0.40
C -6.18531 18.09445 17.40159 0.07 -0.80 0.16
Cl -6.08550 16.79673 16.15592 -0.11 0.24 0.40
Cl -7.85244 18.70707 17.50013 0.46 0.05 -0.06
Cl -4.97262 19.29607 17.04002 -0.07 0.50 -0.11
H -5.91147 17.65894 18.37202 -0.32 -0.03 -0.39
C -5.95412 12.97456 14.74504 0.57 2.43 -0.42
C -7.44117 12.95622 14.37193 1.56 -0.31 -1.19
O -8.05970 14.22435 14.48141 0.44 0.16 0.09
C -8.70379 14.44062 15.60002 -0.91 2.03 -1.26
O -8.98141 13.69627 16.48707 0.39 -0.71 0.80
O -9.15588 15.73186 15.50357 0.13 -0.90 0.62
C -10.06802 16.00798 16.54551 -2.58 1.21 0.26
H -5.29652 13.26637 13.86419 -0.97 -0.67 1.07
H -5.62483 12.04528 15.17579 0.13 -0.37 0.11
H -5.75617 13.81775 15.48301 -0.31 -1.11 -0.48
H -7.98504 12.25502 14.92100 -0.84 -1.02 1.22
H -7.58036 12.67000 13.33953 0.20 0.07 -0.42
H -9.63588 16.06691 17.53846 0.41 -0.12 -0.14
H -10.92246 15.26861 16.58031 1.03 0.59 -0.18
H -10.55161 17.01522 16.35517 0.80 -1.10 -0.10
C -13.58051 16.46202 17.06534 -0.80 -0.24 1.13
C -13.97929 15.15333 17.72378 0.09 -0.35 1.00
O -14.79118 14.39153 17.23085 0.06 0.19 -0.29
N -13.37145 14.88707 18.93381 0.14 0.95 -0.27
C -13.70697 13.72445 19.72908 -1.04 -1.78 -0.54
H -14.38480 17.19207 17.11836 -0.08 -0.08 0.00
H -13.32911 16.28304 16.07631 -0.10 -0.54 -2.20
H -12.68572 16.88728 17.42794 0.90 0.56 1.16
H -12.78691 15.63907 19.33505 -0.31 -0.89 -0.15
H -12.85395 12.99395 19.82106 -0.58 0.97 0.21
H -14.50765 13.10523 19.17942 1.14 1.22 0.61
H -14.16238 13.96446 20.71746 0.66 0.02 -0.60
C -9.39284 17.79079 21.16354 0.69 0.69 -1.67
C -9.97994 16.64334 20.34203 -1.49 2.07 0.96
O -11.21426 16.56832 20.30032 0.89 -0.77 -0.40
N -9.12947 15.75840 19.79068 -1.97 -0.86 0.17
C -9.69556 14.42303 19.51653 1.05 -0.11 -0.19
H -9.94346 18.77824 21.16182 0.36 -1.47 -0.25
H -8.36297 17.93707 20.81786 -0.03 0.36 0.14
H -9.30628 17.42446 22.15159 -0.07 -0.29 1.25
H -8.15603 15.93660 19.79229 0.87 0.00 0.22
H -8.91606 13.84900 19.04390 0.47 -0.30 -0.01
H -10.44082 14.45538 18.71728 -0.39 0.07 0.76
H -9.96843 13.89390 20.45699 -0.31 0.56 -0.75
C -2.75202 12.83214 11.74177 -0.71 1.53 -1.25
C -4.13503 13.25768 11.14933 0.86 -1.79 0.28
O -5.21143 13.17102 11.71215 -0.05 0.26 0.82
N -4.08675 13.56967 9.87362 1.01 0.60 -3.59
C -5.23150 13.96409 9.05162 -0.53 1.04 -0.13
H -2.94561 12.01647 12.39760 0.28 -0.77 0.34
H -2.49324 13.69344 12.33004 0.37 0.30 0.67
H -1.92546 12.71975 10.97915 -1.15 -0.31 0.81
H -3.20051 13.55311 9.33397 -0.98 -0.04 1.15
H -5.58656 14.97153 9.40070 0.14 -0.88 -0.39
H -6.10981 13.27356 9.03880 0.94 0.28 0.36
H -4.87525 14.08187 8.00243 -0.24 -0.10 0.80
C -4.65575 14.28693 20.91796 1.51 -0.14 -0.43
C -5.34550 15.07330 19.82158 -0.91 1.48 1.01
O -5.46485 16.33078 19.87102 0.46 -2.12 -0.17
N -5.94711 14.35923 18.86821 0.30 -1.16 0.49
C -6.14747 12.91701 18.79460 0.52 -0.57 0.54
H -4.59513 13.18623 20.75343 -0.51 0.87 0.24
H -5.05709 14.56777 21.89270 -0.09 -0.19 -0.15
H -3.58512 14.59576 20.91453 -0.68 0.07 0.10
H -6.41202 14.85856 18.16442 -0.55 1.01 -1.03
H -6.79676 12.73460 17.93896 0.20 -0.19 0.04
H -6.60866 12.49829 19.69547 -0.37 0.39 -0.07
H -5.21073 12.33199 18.74234 -0.22 0.50 -0.58
C -0.99517 15.35686 14.65613 -0.36 2.28 0.39
C -2.02437 14.90491 15.62155 -1.81 -0.53 -0.74
O -2.95129 14.18527 15.21187 1.04 0.52 0.92
N -1.96900 15.40800 16.88518 2.05 2.38 -0.28
C -3.05789 15.24941 17.77625 -1.78 -0.03 -0.72
H -0.93768 14.62215 13.90032 0.64 -0.84 -0.68
H -0.05608 15.63554 15.17525 -0.36 -0.17 -0.74
H -1.48228 16.25712 14.13813 0.91 -0.93 0.75
H -1.34067 16.24110 17.03851 -0.87 -1.63 -0.39
H -3.72178 14.63614 17.15004 -0.42 0.13 0.61
H -3.62003 16.17650 18.09609 0.99 -0.85 -0.39
H -2.75017 14.64105 18.59209 0.07 -0.27 1.11
C -7.70635 15.99763 11.79626 1.14 -1.69 -0.10
C -7.54107 17.43175 11.90874 1.50 0.92 -0.83
O -6.95539 18.06803 11.04849 0.45 0.92 -1.19
N -7.89386 17.99830 13.04830 -1.50 1.27 2.74
C -7.58043 19.44158 13.43234 1.33 -2.50 -2.05
H -7.12636 15.59278 12.64448 -0.39 -0.27 -0.45
H -7.30686 15.54572 10.84365 -0.67 0.78 1.05
H -8.73399 15.82782 11.97429 -1.19 -0.96 0.02
H -8.31783 17.40379 13.77322 0.34 0.45 -0.56
H -8.44705 20.08983 13.36499 -0.12 -0.08 0.50
H -6.89540 19.70747 12.56515 -0.56 0.18 1.41
H -7.05025 19.32453 14.39580 -0.43 0.85 -0.46
```
Positions in Å, forces in eV/Å.

The SMILES is CCOC(=O)OC.ClC(Cl)Cl.ClC(Cl)Cl.CNC(C)=O.CNC(C)=O.CNC(C)=O.CNC(C)=O.CNC(C)=O.CNC(C)=O. The total energy is -4712.57588 hartree. The gap between HOMO and LUMO comes out at 9.379 eV. The value obtained for the lowest unoccupied orbital energy is 0.33 eV. The value obtained for the relative energy (zero: lowest compared OMol25 entry of this formula, charge and spin) is 0.1 kcal per mole.